1.
137
Properties=species:S:1:pos:R:3 method="wB97M-V/def2-TZVPD" molar_mass_g_mol=946.14 gap_ev=7.984 homo_energy_ev=-8.31 largest_force_ha_per_bohr=0.06303 e_tot_ev=-106780.3475 multiplicity=1 e_lumo_ev=-0.3 smiles="CCOCCC(=O)OCCCCSC(=S)N(CC)CC.CCOC(=O)OC.CCOC(=O)OC.CCOC(=O)OC.CCOC(=O)OC.CCOC(=O)OC.CCOC(=O)OC"
C -0.788 0.174 1.108
C 0.714 0.426 1.090
O 1.041 0.614 -0.293
C 2.165 1.461 -0.392
C 2.522 1.874 -1.823
C 1.379 1.876 -2.819
O 0.688 2.812 -2.934
O 1.300 0.774 -3.587
C -0.021 0.328 -3.927
C -0.715 -0.514 -2.854
C -1.578 -1.590 -3.537
C -2.955 -1.764 -2.866
S -4.192 -0.785 -3.781
C -5.094 0.192 -2.561
S -4.262 0.910 -1.370
N -6.465 0.216 -2.783
C -6.935 1.298 -3.656
C -6.416 2.717 -3.398
C -7.290 -0.036 -1.589
C -7.580 1.132 -0.654
H -1.221 0.958 0.503
H -1.007 -0.810 0.711
H -1.194 0.290 2.109
H 1.254 -0.412 1.527
H 0.877 1.350 1.642
H 3.054 0.997 0.043
H 1.985 2.369 0.189
H 3.318 1.222 -2.182
H 2.937 2.870 -1.772
H -0.669 1.153 -4.206
H 0.100 -0.317 -4.787
H -1.290 0.088 -2.165
H 0.069 -1.024 -2.304
H -1.793 -1.276 -4.557
H -1.062 -2.544 -3.607
H -3.243 -2.808 -2.853
H -2.923 -1.447 -1.829
H -8.016 1.342 -3.694
H -6.630 1.044 -4.672
H -5.342 2.793 -3.277
H -6.911 3.222 -2.578
H -6.665 3.304 -4.282
H -6.802 -0.832 -1.038
H -8.237 -0.439 -1.939
H -8.099 1.948 -1.141
H -6.718 1.503 -0.116
H -8.278 0.766 0.100
C -11.801 -2.806 -5.806
C -11.363 -2.153 -7.100
O -10.263 -1.258 -6.893
C -9.068 -1.838 -6.753
O -8.842 -3.020 -6.801
O -8.166 -0.878 -6.541
C -6.841 -1.357 -6.288
H -12.015 -2.048 -5.050
H -12.695 -3.409 -5.965
H -11.019 -3.451 -5.407
H -12.172 -1.544 -7.500
H -11.108 -2.896 -7.857
H -6.509 -2.033 -7.074
H -6.802 -1.851 -5.319
H -6.183 -0.493 -6.269
C 7.960 -3.798 -0.195
C 7.715 -2.376 -0.654
O 6.393 -2.223 -1.188
C 5.416 -2.137 -0.283
O 5.546 -2.165 0.915
O 4.257 -2.034 -0.937
C 3.106 -2.019 -0.091
H 7.747 -4.501 -1.003
H 8.995 -3.927 0.122
H 7.311 -4.059 0.640
H 8.404 -2.129 -1.461
H 7.888 -1.659 0.148
H 3.191 -1.251 0.674
H 2.965 -2.999 0.364
H 2.241 -1.791 -0.709
C -6.234 6.400 1.193
C -4.915 5.730 1.512
O -4.817 5.392 2.905
C -5.489 4.303 3.281
O -6.147 3.591 2.568
O -5.317 4.149 4.598
C -6.055 3.064 5.166
H -6.391 7.262 1.844
H -6.252 6.733 0.156
H -7.070 5.718 1.350
H -4.093 6.416 1.314
H -4.756 4.844 0.897
H -5.859 2.135 4.634
H -7.120 3.290 5.156
H -5.724 2.960 6.196
C 10.304 -10.957 0.694
C 10.674 -9.500 0.517
O 9.819 -8.850 -0.435
C 8.610 -8.513 0.015
O 8.190 -8.687 1.130
O 7.937 -7.949 -0.993
C 6.587 -7.606 -0.677
H 10.289 -11.467 -0.271
H 11.020 -11.456 1.347
H 9.311 -11.060 1.131
H 11.683 -9.420 0.114
H 10.658 -8.964 1.466
H 6.536 -6.990 0.219
H 5.989 -8.508 -0.552
H 6.191 -7.038 -1.515
C 7.712 1.080 1.822
C 8.713 0.860 2.935
O 10.027 1.300 2.560
C 10.227 2.618 2.610
O 9.424 3.448 2.951
O 11.478 2.861 2.208
C 11.812 4.248 2.133
H 8.060 0.618 0.897
H 6.743 0.655 2.086
H 7.577 2.142 1.619
H 8.803 -0.205 3.145
H 8.400 1.348 3.858
H 11.598 4.755 3.071
H 11.268 4.720 1.316
H 12.878 4.308 1.932
C -3.505 5.672 7.053
C -2.680 4.890 6.053
O -1.278 5.165 6.204
C -0.675 4.549 7.219
O -1.189 3.785 7.997
O 0.606 4.932 7.235
C 1.362 4.408 8.327
H -3.274 6.737 6.987
H -4.568 5.528 6.865
H -3.289 5.356 8.074
H -2.942 5.197 5.043
H -2.868 3.819 6.127
H 1.278 3.325 8.381
H 1.032 4.860 9.262
H 2.401 4.675 8.151



2.
131
Properties=species:S:1:pos:R:3 method="wB97M-V/def2-TZVPD" molar_mass_g_mol=853.35 gap_ev=9.091 homo_energy_ev=-9.08 largest_force_ha_per_bohr=0.18011 e_tot_ev=-139327.5204 multiplicity=1 e_lumo_ev=0.0 smiles="O=C(Br)CB1OBOBO1.C1CCOC1.C1CCOC1.C1CCOC1.C1CCOC1.C1CCOC1.C1CCOC1.C1CCOC1.C1CCOC1.C1CCOC1"
O -0.269 1.890 3.628
C -0.139 0.913 2.688
Br -1.801 -0.002 2.045
C 1.392 0.612 2.172
B 1.507 0.073 0.623
O 1.822 -1.387 0.450
B 0.587 -1.974 -0.136
O -0.165 -1.171 -1.120
B 0.553 0.057 -1.513
O 1.366 0.911 -0.601
H 2.055 1.572 2.335
H 1.834 -0.234 2.884
H 0.307 -3.067 0.229
H 0.456 0.459 -2.638
C -0.291 -6.854 -2.432
C -1.736 -6.622 -2.788
C -2.235 -5.840 -1.592
O -1.121 -5.088 -1.092
C 0.073 -5.566 -1.727
H 0.346 -7.063 -3.295
H -0.211 -7.697 -1.735
H -1.801 -6.004 -3.691
H -2.300 -7.541 -2.961
H -2.572 -6.509 -0.792
H -3.053 -5.160 -1.847
H 0.401 -4.802 -2.441
H 0.859 -5.704 -0.979
C -6.852 1.030 2.160
C -7.650 -0.240 2.311
C -6.763 -1.255 1.625
O -5.410 -0.813 1.804
C -5.432 0.530 2.307
H -7.110 1.800 2.891
H -7.001 1.445 1.156
H -7.752 -0.489 3.373
H -8.651 -0.184 1.875
H -6.962 -1.295 0.549
H -6.879 -2.261 2.039
H -5.129 0.497 3.359
H -4.712 1.142 1.755
C 5.664 1.960 -1.272
C 5.242 0.594 -0.795
C 4.357 0.123 -1.929
O 4.858 0.731 -3.128
C 5.804 1.746 -2.763
H 6.584 2.323 -0.806
H 4.868 2.686 -1.071
H 6.120 -0.057 -0.711
H 4.729 0.604 0.170
H 3.323 0.456 -1.792
H 4.362 -0.966 -2.039
H 6.803 1.377 -3.019
H 5.609 2.655 -3.338
C -10.666 1.754 -2.180
C -11.266 0.673 -1.318
C -10.089 0.261 -0.461
O -9.264 1.424 -0.301
C -9.711 2.430 -1.221
H -11.404 2.441 -2.601
H -10.107 1.301 -3.007
H -12.057 1.097 -0.688
H -11.690 -0.158 -1.887
H -9.488 -0.510 -0.954
H -10.395 -0.110 0.521
H -10.216 3.210 -0.642
H -8.850 2.874 -1.729
C 7.585 0.228 3.782
C 6.659 1.395 3.559
C 7.034 1.835 2.161
O 7.467 0.662 1.458
C 7.640 -0.400 2.406
H 7.241 -0.466 4.553
H 8.580 0.592 4.067
H 5.618 1.051 3.576
H 6.768 2.191 4.300
H 7.870 2.542 2.177
H 6.198 2.296 1.628
H 6.821 -1.113 2.263
H 8.587 -0.913 2.217
C 12.077 2.006 6.737
C 10.914 2.879 7.132
C 9.812 2.364 6.233
O 10.077 0.974 6.003
C 11.401 0.679 6.471
H 12.857 1.942 7.500
H 12.530 2.387 5.814
H 10.655 2.699 8.182
H 11.103 3.948 7.006
H 9.821 2.871 5.262
H 8.819 2.481 6.677
H 11.307 0.091 7.390
H 11.931 0.080 5.725
C 0.465 -9.404 2.891
C -0.461 -8.237 2.669
C -0.086 -7.797 1.270
O 0.347 -8.970 0.567
C 0.520 -10.032 1.516
H 0.121 -10.098 3.663
H 1.459 -9.040 3.176
H -1.502 -8.581 2.686
H -0.352 -7.441 3.410
H 0.750 -7.090 1.287
H -0.923 -7.336 0.737
H -0.299 -10.745 1.372
H 1.467 -10.545 1.326
C 0.111 4.345 -4.864
C -1.230 4.237 -5.543
C -1.768 2.942 -4.976
O -1.221 2.805 -3.657
C -0.181 3.779 -3.492
H 0.506 5.364 -4.830
H 0.841 3.711 -5.382
H -1.869 5.073 -5.235
H -1.172 4.234 -6.634
H -1.436 2.081 -5.566
H -2.861 2.928 -4.924
H -0.555 4.555 -2.815
H 0.695 3.310 -3.036
C -6.248 7.013 -4.893
C -5.340 6.610 -3.759
C -4.901 5.225 -4.182
O -4.894 5.210 -5.616
C -5.557 6.392 -6.087
H -6.377 8.094 -4.989
H -7.237 6.559 -4.756
H -4.474 7.281 -3.720
H -5.827 6.623 -2.780
H -5.610 4.462 -3.843
H -3.906 4.968 -3.806
H -4.793 7.062 -6.496
H -6.255 6.129 -6.886



3.
129
Properties=species:S:1:pos:R:3 method="wB97M-V/def2-TZVPD" molar_mass_g_mol=1031.81 gap_ev=4.682 charge=+1 homo_energy_ev=-8.86 largest_force_ha_per_bohr=0.02385 e_tot_ev=-249356.9512 multiplicity=1 e_lumo_ev=-4.2
C -8.065 5.991 -0.506
C -7.676 4.767 -1.349
C -6.374 4.134 -0.845
C -6.292 2.627 -1.120
C -4.855 2.128 -0.975
C -4.718 0.611 -1.190
C -3.478 0.232 -2.039
C -2.602 -0.831 -1.378
N -1.165 -0.664 -1.753
C -0.973 -1.183 -3.119
C 0.431 -0.918 -3.661
C 0.495 0.476 -4.290
C 1.893 0.869 -4.764
C 2.796 1.417 -3.644
C 2.087 2.463 -2.769
C 3.019 3.538 -2.218
C 4.185 2.930 -1.398
C -0.344 -1.373 -0.847
S -0.606 -2.890 -0.340
S 1.078 -0.502 -0.186
C 2.393 -1.692 -0.555
C 2.871 -2.399 0.711
C 3.430 -1.427 1.781
P 5.207 -1.680 2.063
I 6.253 -1.658 -0.089
C 5.887 -0.252 3.061
Cl 4.474 0.385 3.965
C 6.523 0.867 2.218
C 6.555 2.219 2.932
Cl 8.218 0.369 1.944
C 5.318 -3.276 2.993
Br 5.829 -2.916 4.840
C 6.219 -4.383 2.448
C 5.742 -5.041 1.151
Br 8.079 -3.835 2.356
H -7.843 5.804 0.544
H -7.449 6.836 -0.808
H -9.122 6.231 -0.587
H -8.465 4.018 -1.328
H -7.491 5.121 -2.362
H -6.292 4.260 0.237
H -5.495 4.616 -1.278
H -6.636 2.419 -2.133
H -6.910 2.108 -0.388
H -4.480 2.384 0.018
H -4.247 2.686 -1.687
H -4.636 0.111 -0.225
H -5.613 0.221 -1.669
H -3.854 -0.177 -2.977
H -2.887 1.111 -2.286
H -2.961 -1.818 -1.677
H -2.684 -0.785 -0.296
H -1.663 -0.693 -3.800
H -1.180 -2.259 -3.133
H 0.612 -1.630 -4.468
H 1.207 -1.090 -2.916
H 0.059 1.217 -3.628
H -0.154 0.415 -5.167
H 1.823 1.627 -5.545
H 2.338 -0.018 -5.220
H 3.676 1.888 -4.084
H 3.139 0.569 -3.047
H 1.537 1.964 -1.970
H 1.342 2.966 -3.389
H 3.421 4.116 -3.047
H 2.439 4.186 -1.565
H 5.145 3.105 -1.877
H 4.199 3.376 -0.406
H 4.066 1.853 -1.293
H 3.229 -1.242 -1.086
H 1.983 -2.471 -1.193
H 3.663 -3.087 0.397
H 2.073 -3.018 1.110
H 3.226 -0.400 1.496
H 2.983 -1.666 2.744
H 6.592 -0.597 3.807
H 6.004 1.017 1.275
H 7.312 2.811 2.420
H 5.620 2.755 2.819
H 6.869 2.130 3.967
H 4.305 -3.667 3.065
H 6.206 -5.163 3.202
H 6.259 -4.680 0.270
H 4.659 -4.980 1.060
H 5.978 -6.100 1.228
C 12.249 -10.648 1.564
C 11.911 -9.221 1.161
N 10.485 -8.947 1.175
C 10.130 -7.705 0.518
C 10.637 -6.391 1.127
C 9.805 -9.218 2.429
C 10.302 -8.502 3.692
H 11.698 -11.365 0.953
H 13.314 -10.829 1.420
H 12.025 -10.844 2.613
H 12.269 -9.063 0.140
H 12.480 -8.528 1.800
H 9.039 -7.660 0.434
H 10.494 -7.764 -0.512
H 10.095 -6.131 2.035
H 10.479 -5.576 0.416
H 11.702 -6.423 1.353
H 9.853 -10.295 2.610
H 8.740 -9.011 2.291
H 11.388 -8.532 3.781
H 9.891 -8.994 4.576
H 9.984 -7.460 3.729
C -12.222 5.223 -0.369
C -12.482 6.585 0.259
N -13.764 7.147 -0.115
C -13.901 8.552 0.227
C -13.885 8.942 1.710
C -14.921 6.311 0.157
C -15.156 5.852 1.602
H -12.337 5.265 -1.453
H -11.201 4.906 -0.148
H -12.891 4.455 0.022
H -11.704 7.272 -0.085
H -12.360 6.499 1.351
H -14.819 8.930 -0.230
H -13.088 9.089 -0.274
H -14.813 8.675 2.213
H -13.773 10.024 1.801
H -13.054 8.482 2.247
H -14.848 5.422 -0.473
H -15.810 6.832 -0.205
H -14.242 5.482 2.070
H -15.878 5.033 1.611
H -15.563 6.645 2.226